Record 1
Entry from the Open Molecules 2025 dataset: a structure of composition C51H44BrClN3O8PSTi at a distorted geometry (the ωB97M-V functional and the def2-TZVPD basis).

Each line ends with the Mulliken charge.
CARTESIAN COORDINATES (ANGSTROEM)
Ti (-0.216, 0.447, -0.271)  -0.13
O (0.469, -0.533, 1.239)  0.33
C (1.111, -0.150, 2.334)  0.92
C (2.015, -1.012, 2.937)  -0.80
C (2.714, -0.648, 4.090)  -1.07
C (2.492, 0.615, 4.648)  -0.79
C (1.584, 1.480, 4.065)  -0.90
C (0.856, 1.138, 2.899)  0.79
C (-0.102, 2.014, 2.341)  -1.38
N (-0.808, 1.771, 1.216)  1.53
C (-1.771, 2.799, 0.843)  -0.79
C (-2.103, 2.606, -0.645)  -0.96
N (-0.887, 2.119, -1.252)  1.51
C (-0.187, 2.991, -1.967)  -0.91
C (1.154, 2.795, -2.372)  0.84
C (1.736, 3.612, -3.365)  -0.73
C (3.056, 3.473, -3.734)  -0.98
C (3.855, 2.513, -3.104)  -0.79
C (3.313, 1.703, -2.116)  -0.82
C (1.974, 1.815, -1.752)  0.19
O (1.461, 1.064, -0.775)  0.62
H (2.169, -1.982, 2.475)  0.29
H (3.427, -1.334, 4.531)  0.44
H (3.033, 0.922, 5.536)  0.32
H (1.409, 2.457, 4.504)  0.37
H (-0.271, 2.964, 2.849)  0.14
H (-1.336, 3.799, 0.997)  0.47
H (-2.680, 2.740, 1.455)  0.27
H (-2.439, 3.545, -1.101)  0.74
H (-2.895, 1.864, -0.768)  -0.04
H (-0.689, 3.906, -2.285)  0.22
H (1.106, 4.351, -3.849)  0.37
H (3.468, 4.104, -4.513)  0.36
H (4.896, 2.395, -3.383)  0.44
H (3.925, 0.971, -1.612)  0.34
Cl (3.575, -1.156, -0.150)  -0.23
C (3.159, -2.839, -0.059)  0.75
C (4.126, -3.684, 0.479)  -0.62
C (3.896, -5.046, 0.537)  -0.58
C (2.697, -5.551, 0.046)  -0.90
C (1.749, -4.685, -0.470)  -0.44
C (1.943, -3.299, -0.530)  -0.02
P (0.640, -2.179, -1.311)  1.14
C (-0.814, -3.208, -0.885)  -0.20
C (-0.989, -3.493, 0.473)  -0.12
C (-2.080, -4.228, 0.901)  -0.55
C (-3.016, -4.687, -0.021)  -0.66
C (-2.866, -4.370, -1.360)  -1.00
C (-1.778, -3.619, -1.796)  -0.10
C (1.137, -2.559, -3.032)  0.92
C (0.842, -3.722, -3.733)  -0.15
C (1.344, -3.920, -5.010)  -0.74
C (2.142, -2.952, -5.607)  -0.63
C (2.438, -1.785, -4.916)  -0.48
C (1.937, -1.592, -3.636)  -0.17
H (5.050, -3.253, 0.840)  0.49
H (4.647, -5.705, 0.955)  0.36
H (2.496, -6.615, 0.071)  0.42
H (0.814, -5.096, -0.830)  0.35
H (-0.273, -3.115, 1.195)  0.14
H (-2.205, -4.434, 1.958)  0.40
H (-3.875, -5.258, 0.313)  0.33
H (-3.620, -4.668, -2.078)  0.34
H (-1.709, -3.293, -2.828)  0.28
H (0.210, -4.481, -3.289)  0.28
H (1.092, -4.826, -5.549)  0.38
H (2.519, -3.102, -6.612)  0.34
H (3.043, -1.011, -5.372)  0.47
H (2.146, -0.665, -3.113)  -0.06
Br (-2.384, 4.513, -4.858)  -0.24
C (-1.714, 2.817, -5.432)  -0.02
C (-1.279, 2.678, -6.739)  -0.49
C (-0.799, 1.437, -7.144)  -0.59
C (-0.787, 0.366, -6.262)  -0.69
C (-1.211, 0.534, -4.949)  -0.09
C (-1.668, 1.774, -4.526)  0.11
C (-1.166, -0.635, -3.975)  -0.19
O (-1.479, -1.745, -4.444)  -0.78
O (-0.773, -0.330, -2.824)  0.24
H (-1.303, 3.522, -7.415)  0.39
H (-0.446, 1.310, -8.160)  0.35
H (-0.446, -0.616, -6.565)  0.44
H (-1.978, 1.900, -3.498)  0.52
C (0.479, -2.438, 6.599)  -1.49
C (-0.793, -1.776, 6.143)  0.33
C (-0.747, -0.792, 5.164)  0.26
C (-1.915, -0.196, 4.706)  -0.35
C (-3.133, -0.601, 5.236)  0.03
C (-3.204, -1.570, 6.227)  -0.69
C (-2.027, -2.150, 6.676)  -0.64
S (-4.610, 0.124, 4.595)  1.29
O (-5.677, 0.040, 5.559)  -0.79
O (-4.240, 1.412, 4.078)  -0.62
N (-4.999, -0.949, 3.421)  -0.34
C (-4.050, -1.257, 2.336)  -1.07
C (-3.622, -0.124, 1.420)  1.92
C (-3.154, -0.714, 0.091)  -0.66
O (-3.924, -1.401, -0.566)  -0.77
O (-1.937, -0.437, -0.222)  -0.22
H (1.338, -1.788, 6.431)  0.30
H (0.655, -3.358, 6.036)  0.26
H (0.434, -2.699, 7.658)  0.44
H (0.204, -0.484, 4.745)  0.18
H (-1.865, 0.575, 3.947)  0.38
H (-4.166, -1.857, 6.630)  0.44
H (-2.066, -2.909, 7.451)  0.38
H (-5.920, -0.687, 3.079)  0.36
H (-4.552, -2.022, 1.743)  0.52
H (-3.174, -1.731, 2.780)  0.21
H (-2.847, 0.488, 1.870)  -1.22
H (-4.483, 0.515, 1.194)  0.46

Cartesian forces (eV/Å) of the 2 atoms listed first:
-0.8 0.0 1.0
0.6 -0.8 0.8

Calculated values
* net charge: -2
* multiplicity: 3
* electronic energy: -7359.501134 hartree
* largest force on an atom: 2.7 eV/A

***

Record 2
Entry from the Open Molecules 2025 dataset: a structure of composition C2H11N3P at a distorted geometry (the ωB97M-V functional and the def2-TZVPD basis).

Each line ends with the Mulliken charge.
CARTESIAN COORDINATES (ANGSTROEM)
C (0.123, -0.631, -1.433)  -0.40
C (0.339, -0.179, -0.002)  0.40
N (-1.183, -1.260, -1.376)  -0.55
N (-0.264, 0.439, 2.402)  -0.70
N (1.546, 0.206, 0.370)  -0.28
P (-1.148, -0.111, 0.942)  0.14
H (0.914, -1.310, -1.766)  0.35
H (0.138, 0.266, -1.992)  0.37
H (-1.465, -1.175, -2.338)  0.23
H (-1.402, -2.211, -1.121)  0.21
H (-0.791, 1.023, 3.003)  0.29
H (-0.186, -0.431, 2.987)  0.27
H (1.899, 0.565, 1.263)  0.31
H (-0.165, 3.145, -0.872)  0.12
H (2.171, 0.300, -0.379)  0.26
H (0.557, 2.876, -0.759)  -0.12
H (-1.085, -1.511, 1.072)  0.08

Cartesian forces (eV/Å) of the 2 atoms listed first:
0.5 -2.1 2.9
2.6 0.5 -0.4

Calculated values
* net charge: +1
* electronic energy: -588.110305 hartree
* largest force on an atom: 3.6 eV/A

***

Record 3
Entry from the Open Molecules 2025 dataset: an isolated molecule of C3H4N4 at a distorted geometry (the ωB97M-V functional and the def2-TZVPD basis).

Each line ends with the Mulliken charge.
CARTESIAN COORDINATES (ANGSTROEM)
C (-0.569, 0.286, -0.147)  0.48
C (-0.826, -1.892, 0.065)  -0.17
C (0.574, -1.470, -0.085)  -0.03
H (0.305, 3.369, 0.425)  0.25
H (1.302, 1.934, -0.278)  0.30
H (-1.254, -2.906, 0.022)  0.35
H (1.687, -2.051, 0.012)  0.26
N (0.330, 2.283, 0.099)  -0.34
N (-0.721, 1.511, -0.087)  -0.26
N (-1.587, -0.830, -0.018)  -0.44
N (0.760, -0.234, -0.006)  -0.39

Cartesian forces (eV/Å) of the 2 atoms listed first:
0.8 -4.0 1.2
-1.1 1.1 -1.5

Calculated values
* net charge: 0
* SMILES: NN=C1N=CC=N1
* electronic energy: -335.617461 hartree
* largest force on an atom: 6.5 eV/A

***

Record 4
Entry from the Open Molecules 2025 dataset: an isolated molecule of C23H27ClN4O (the ωB97M-V functional and the def2-TZVPD basis).

Each line ends with the Mulliken charge.
CARTESIAN COORDINATES (ANGSTROEM)
C (-4.785, -1.600, -2.922)  -1.11
C (-3.499, -1.288, -2.914)  1.08
C (-2.435, -2.177, -3.481)  -1.08
C (-3.022, 0.012, -2.314)  -1.35
N (-2.117, -0.202, -1.201)  0.34
C (-2.465, 0.071, 0.068)  -0.65
O (-3.521, 0.589, 0.395)  -0.73
C (-1.478, -0.295, 1.192)  0.96
C (-1.925, -1.564, 1.911)  0.33
C (-2.035, -1.582, 3.264)  -0.10
C (-2.422, -2.758, 3.972)  -0.96
C (-2.703, -3.887, 3.300)  -0.34
N (-2.603, -3.887, 1.932)  0.05
C (-2.821, -4.896, 1.021)  -0.76
C (-2.564, -4.339, -0.198)  -0.70
N (-2.192, -3.031, -0.082)  0.07
C (-2.225, -2.766, 1.207)  -0.48
N (-0.052, -0.208, 0.892)  1.04
C (0.779, 0.103, 2.052)  -1.00
C (0.573, 1.496, 2.645)  1.26
C (0.650, 2.572, 1.574)  -1.42
C (1.616, 1.714, 3.734)  -1.72
C (0.564, -1.158, 0.016)  -1.03
C (0.766, -2.487, 0.382)  0.08
C (1.394, -3.374, -0.474)  -1.09
C (1.835, -2.926, -1.707)  0.24
Cl (2.613, -4.039, -2.794)  -0.23
C (1.675, -1.605, -2.084)  -0.66
C (1.046, -0.727, -1.215)  -0.01
H (-5.527, -0.940, -2.488)  0.29
H (-5.136, -2.530, -3.355)  0.28
H (-1.725, -2.472, -2.702)  0.11
H (-2.865, -3.084, -3.906)  0.39
H (-1.873, -1.661, -4.265)  0.29
H (-2.497, 0.592, -3.083)  0.33
H (-3.854, 0.606, -1.948)  0.60
H (-1.291, -0.751, -1.363)  -0.17
H (-1.668, 0.513, 1.893)  0.84
H (-1.842, -0.671, 3.818)  0.44
H (-2.506, -2.751, 5.049)  0.41
H (-3.011, -4.813, 3.764)  0.41
H (-3.134, -5.881, 1.318)  0.45
H (-2.630, -4.826, -1.158)  0.50
H (0.677, -0.649, 2.856)  0.15
H (1.813, 0.041, 1.702)  0.60
H (-0.412, 1.553, 3.123)  0.10
H (1.621, 2.537, 1.071)  0.29
H (-0.121, 2.440, 0.815)  0.25
H (0.533, 3.564, 2.014)  0.46
H (2.624, 1.688, 3.313)  0.36
H (1.479, 2.685, 4.213)  0.42
H (1.555, 0.945, 4.507)  0.39
H (0.425, -2.829, 1.350)  0.52
H (1.540, -4.408, -0.192)  0.44
H (2.039, -1.269, -3.045)  0.44
H (0.909, 0.312, -1.488)  0.38

Cartesian forces (eV/Å) of the 2 atoms listed first:
-0.2 -0.1 0.0
0.1 0.1 0.1

Calculated values
* net charge: 0
* SMILES: C=C(C)CNC(=O)[C@@H](c1cccn2ccnc12)N(CC(C)C)c1ccc(Cl)cc1
* electronic energy: -1647.097701 hartree
* largest force on an atom: 0.3 eV/A

***

Record 5
Entry from the Open Molecules 2025 dataset: an isolated molecule of C15H18Cl2N2O5 at a distorted geometry (the ωB97M-V functional and the def2-TZVPD basis).

Each line ends with the Mulliken charge.
CARTESIAN COORDINATES (ANGSTROEM)
C (-4.500, -3.046, -4.071)  -0.60
H (-4.320, -2.136, -4.651)  0.28
H (-5.492, -3.570, -4.449)  0.18
H (-3.647, -3.766, -4.466)  0.22
O (-4.340, -2.862, -2.879)  -0.27
C (-3.266, -2.496, -2.073)  0.47
O (-2.285, -2.234, -2.599)  -0.50
C (-3.349, -2.547, -0.647)  -0.38
H (-3.674, -3.488, -0.208)  0.46
H (-4.249, -1.723, -0.461)  0.21
C (-2.118, -2.169, 0.194)  -1.22
C (-1.665, -0.724, -0.406)  0.48
O (-2.562, 0.341, -0.830)  -0.89
N (-0.538, -0.481, -0.615)  0.09
N (0.033, 0.821, -1.116)  -0.35
C (1.214, 1.285, -0.837)  0.55
O (2.031, 0.514, -0.689)  -0.54
C (1.543, 2.706, -1.285)  -1.04
H (0.618, 3.067, -1.419)  0.56
H (1.961, 2.606, -2.208)  0.36
C (2.663, 3.182, -0.366)  -0.62
H (3.346, 2.490, 0.016)  0.50
C (1.858, 3.441, 1.103)  -1.26
H (2.560, 3.943, 1.897)  0.33
H (1.281, 4.033, 0.800)  1.13
O (1.128, 2.369, 1.502)  -0.46
C (1.852, 1.544, 2.024)  0.67
C (3.207, 1.141, 2.364)  -0.26
C (3.774, 0.299, 3.028)  -0.85
C (2.911, -0.792, 3.357)  0.68
C (1.626, -0.902, 3.206)  -1.64
C (1.163, 0.307, 2.510)  0.58
Cl (-0.696, 0.397, 2.407)  -0.24
H (1.010, -1.481, 3.456)  1.04
Cl (3.708, -2.163, 4.090)  -0.24
H (4.789, -0.025, 3.170)  0.40
H (3.965, 2.015, 1.880)  -0.07
H (2.821, 4.219, -0.548)  0.41
H (-0.836, 1.471, -1.118)  0.32
H (0.282, -1.087, -0.274)  0.31
H (-2.416, -1.868, 1.142)  0.37
H (-1.390, -2.633, 0.069)  0.84

Cartesian forces (eV/Å) of the 2 atoms listed first:
1.1 -3.2 -11.4
-0.4 0.1 -0.5

Calculated values
* net charge: 0
* SMILES: COC(=O)CCC(=O)NNC(=O)CCCOc1ccc(Cl)cc1Cl
* electronic energy: -1987.938584 hartree
* largest force on an atom: 18.1 eV/A

***

Record 6
Entry from the Open Molecules 2025 dataset: an isolated molecule of C7H4N2O2 at a distorted geometry (the ωB97M-V functional and the def2-TZVPD basis).

Each line ends with the Mulliken charge.
CARTESIAN COORDINATES (ANGSTROEM)
C (2.228, 0.129, 0.789)  -0.12
C (2.103, 1.442, 0.488)  -0.27
C (0.361, -0.984, -0.196)  0.61
C (-0.691, -1.620, -0.705)  -0.62
C (-2.024, -1.178, -0.440)  -0.63
C (-2.454, -0.500, 0.605)  0.68
C (-0.054, 1.611, -0.639)  0.63
N (1.301, -0.801, 0.543)  -0.37
N (0.930, 1.974, -0.093)  -0.38
O (-2.807, 0.152, 1.505)  -0.39
O (-1.070, 1.474, -1.160)  -0.40
H (3.154, -0.038, 1.315)  0.34
H (2.611, 2.316, 0.710)  0.43
H (-0.707, -2.436, -1.536)  0.25
H (-2.880, -1.541, -1.187)  0.24

Cartesian forces (eV/Å) of the 2 atoms listed first:
1.8 3.3 -0.4
-3.1 -0.7 -0.9

Calculated values
* net charge: 0
* electronic energy: -528.993315 hartree
* largest force on an atom: 3.9 eV/A

***

Record 7
Entry from the Open Molecules 2025 dataset: the ion C4H8NOS with charge +1 at a distorted geometry (the ωB97M-V functional and the def2-TZVPD basis).

Each line ends with the Mulliken charge.
CARTESIAN COORDINATES (ANGSTROEM)
C (0.723, 1.292, -0.108)  -0.55
C (1.985, 1.028, 0.135)  -0.05
C (0.655, -1.118, -0.011)  -0.46
C (-1.421, 0.117, 0.164)  -0.68
N (-0.074, 0.099, -0.472)  0.04
O (-1.931, -1.146, 0.024)  -0.46
S (2.460, -0.736, 0.073)  -0.04
H (0.393, 2.322, 0.009)  0.36
H (2.812, 1.724, 0.454)  0.36
H (0.249, -1.452, 0.998)  0.33
H (0.539, -2.009, -0.578)  0.43
H (-1.352, 0.307, 1.146)  0.52
H (-1.996, 0.894, -0.262)  0.48
H (-0.210, -0.104, -1.555)  0.41
H (-2.834, -1.218, -0.016)  0.32

Cartesian forces (eV/Å) of the 2 atoms listed first:
0.7 0.5 -0.1
2.4 -1.5 0.8

Calculated values
* net charge: +1
* SMILES: OC[N@H+]1C=CSC1
* electronic energy: -685.071500 hartree
* largest force on an atom: 4.0 eV/A

***

Record 8
Entry from the Open Molecules 2025 dataset: a structure of composition C4H4BaO12 at a distorted geometry (the ωB97M-V functional and the def2-TZVPD basis).

Each line ends with the Mulliken charge.
CARTESIAN COORDINATES (ANGSTROEM)
Ba (0.047, 0.129, -0.284)  1.73
O (-3.670, 2.432, 1.160)  -0.47
C (-2.528, 1.930, 0.671)  1.01
O (-2.271, 1.597, -0.447)  -0.54
O (-1.652, 1.774, 1.472)  -0.61
H (-3.248, 2.253, 2.003)  0.31
O (-1.416, -4.209, -0.001)  -0.51
C (-1.011, -2.942, -0.090)  0.91
O (-0.777, -2.391, 0.971)  -0.80
O (-1.043, -2.280, -1.135)  -0.83
H (-1.136, -4.344, 0.907)  0.31
O (1.202, 3.142, -3.505)  -0.44
C (1.074, 2.322, -2.480)  0.98
O (1.146, 1.092, -2.639)  -0.77
O (0.735, 2.718, -1.322)  -0.67
H (1.201, 2.365, -4.069)  0.29
O (3.444, -1.631, 2.233)  -0.49
C (2.575, -1.082, 1.418)  0.97
O (2.583, -1.252, 0.174)  -0.81
O (1.749, -0.308, 1.939)  -0.86
H (2.998, -1.315, 3.023)  0.29

Cartesian forces (eV/Å) of the 2 atoms listed first:
1.3 -1.6 0.6
0.3 -0.5 -1.1

Calculated values
* net charge: -1
* multiplicity: 2
* electronic energy: -1083.412082 hartree
* largest force on an atom: 5.5 eV/A